Density functional theory data (ωB97M-V/def2-TZVPD) for 3 unconnected molecules or ions with the total composition C39H79ClF3N2O9P3 in a non-equilibrium geometry.

Last column: Löwdin charge in e.
CARTESIAN COORDINATES (ANGSTROEM)
C (1.7334, 1.8139, 6.2903)  -0.11
C (0.1933, 1.7148, 6.1819)  -0.26
C (-0.3076, 1.8006, 4.7258)  -0.20
C (-1.6614, 2.5549, 4.5738)  -0.20
C (-1.5656, 3.8728, 3.7772)  -0.22
C (-2.5925, 3.9778, 2.6389)  -0.22
C (-2.5791, 5.4019, 2.0341)  -0.20
C (-2.8164, 5.4295, 0.5125)  -0.21
C (-2.0097, 6.5401, -0.1677)  -0.23
C (-2.3390, 6.6997, -1.6568)  -0.21
C (-1.8713, 5.4747, -2.4596)  -0.21
C (-1.4275, 5.7897, -3.9186)  -0.17
C (-0.1045, 5.0676, -4.3073)  -0.16
C (-0.2224, 4.0081, -5.4300)  -0.10
C (-0.1444, 2.5154, -5.0349)  -0.16
C (1.3360, 2.1667, -4.8292)  -0.59
F (1.5096, 0.9338, -4.3385)  0.13
F (2.0770, 2.3193, -5.9401)  0.10
F (1.9111, 2.9983, -3.9315)  0.14
C (-0.7945, 2.4175, -3.6341)  -0.42
O (-0.3144, 2.2222, -2.5644)  0.17
N (-2.2017, 2.5101, -3.8741)  0.06
C (-2.3675, 1.5288, -5.0036)  -0.34
P (-2.9654, -0.0483, -4.2495)  0.94
C (-4.6801, 0.1594, -3.6579)  -0.29
C (-1.8835, -0.7052, -2.9175)  -0.26
C (-1.0388, 1.5631, -5.9643)  -0.31
N (-1.6271, 2.1715, -7.1722)  0.11
C (-1.0157, 2.2546, -8.2994)  -0.37
C (0.3689, 2.7993, -8.5755)  -0.04
C (-1.7817, 1.8573, -9.5382)  -0.03
C (-0.6195, 0.1023, -6.1894)  -0.55
Cl (0.9777, -0.0712, -7.0691)  0.71
C (-1.5994, -0.7306, -7.0583)  -0.30
C (-1.6964, -2.1685, -6.5002)  -0.13
H (2.0511, 2.8047, 6.6114)  0.07
H (2.2129, 1.5892, 5.3351)  0.06
H (2.1147, 1.0671, 6.9888)  0.06
H (-0.1116, 0.7681, 6.6321)  0.10
H (-0.2345, 2.5016, 6.8065)  0.09
H (0.4440, 2.3529, 4.1608)  0.09
H (-0.4024, 0.7814, 4.3522)  0.11
H (-1.9813, 2.7977, 5.5896)  0.09
H (-2.4134, 1.8788, 4.1632)  0.10
H (-1.7711, 4.6984, 4.4631)  0.11
H (-0.5642, 4.0004, 3.3606)  0.10
H (-2.4116, 3.2076, 1.8862)  0.11
H (-3.5664, 3.7755, 3.0951)  0.11
H (-1.5918, 5.8220, 2.2429)  0.10
H (-3.3556, 5.9732, 2.5427)  0.11
H (-3.8730, 5.6489, 0.3196)  0.11
H (-2.5912, 4.4527, 0.0820)  0.10
H (-2.1417, 7.4817, 0.3726)  0.11
H (-0.9507, 6.2749, -0.0581)  0.11
H (-1.8240, 7.6008, -2.0026)  0.10
H (-3.4162, 6.8650, -1.7441)  0.11
H (-1.0606, 5.0068, -1.8957)  0.10
H (-2.6763, 4.7362, -2.4595)  0.10
H (-2.2434, 5.4726, -4.5720)  0.10
H (-1.2868, 6.8681, -3.9581)  0.10
H (0.5311, 5.8590, -4.7119)  0.11
H (0.3988, 4.7289, -3.4060)  0.10
H (-1.1210, 4.2336, -6.0040)  0.12
H (0.5991, 4.1850, -6.1234)  0.10
H (-2.5324, 3.4186, -4.1778)  0.09
H (-3.2060, 1.8905, -5.5920)  0.11
H (-5.2031, 0.7078, -4.4463)  0.03
H (-5.1519, -0.8171, -3.5960)  0.03
H (-4.7944, 0.7448, -2.7412)  0.03
H (-2.1481, -0.2406, -1.9593)  0.04
H (-2.0518, -1.7732, -2.7922)  0.03
H (-0.8272, -0.4878, -3.0656)  0.03
H (0.5648, 3.7113, -8.0186)  0.07
H (0.4178, 3.0808, -9.6306)  0.08
H (1.1640, 2.0715, -8.4322)  0.04
H (-1.2784, 0.9566, -9.9036)  0.09
H (-1.7891, 2.6295, -10.3069)  0.08
H (-2.7869, 1.5503, -9.2571)  0.08
H (-0.4333, -0.3989, -5.2462)  0.06
H (-2.5840, -0.2761, -7.0261)  0.08
H (-1.2107, -0.8203, -8.0679)  0.07
H (-0.9554, -2.8159, -6.9715)  0.07
H (-1.5282, -2.1984, -5.4251)  0.03
H (-2.7030, -2.5529, -6.6555)  0.07
C (4.8710, 1.4039, 12.9243)  -0.08
C (5.4229, 0.9280, 11.5933)  -0.28
O (5.3609, -0.4907, 11.4650)  -0.20
P (3.9716, -1.2211, 11.0238)  0.54
O (3.4304, -0.3513, 9.9475)  -0.22
O (4.5393, -2.4900, 10.1532)  -0.22
C (3.8605, -2.8870, 8.9539)  -0.29
C (4.5170, -2.3405, 7.7039)  -0.08
O (3.7266, -2.0921, 12.3429)  -0.21
C (4.8275, -2.7764, 12.9758)  -0.24
C (5.1643, -2.1359, 14.3202)  -0.06
H (3.8606, 1.0222, 13.0899)  0.07
H (4.8426, 2.4935, 12.9573)  0.08
H (5.4950, 1.0549, 13.7480)  0.07
H (4.9020, 1.4117, 10.7658)  0.11
H (6.4765, 1.1964, 11.5105)  0.12
H (2.8181, -2.5686, 8.9801)  0.10
H (3.8708, -3.9781, 8.9545)  0.12
H (4.7134, -1.2748, 7.8135)  0.07
H (3.8635, -2.4954, 6.8446)  0.08
H (5.4737, -2.8276, 7.5087)  0.07
H (5.6936, -2.8052, 12.3221)  0.11
H (4.4928, -3.8029, 13.1154)  0.12
H (4.6574, -1.1817, 14.4385)  0.06
H (6.2379, -1.9764, 14.4173)  0.08
H (4.8558, -2.7775, 15.1461)  0.07
C (-3.4421, -8.5107, -4.0516)  -0.08
C (-2.8129, -7.4725, -3.1407)  -0.28
O (-1.3956, -7.4355, -3.2759)  -0.21
P (-0.6930, -6.6156, -4.5081)  0.61
O (-1.4015, -5.2942, -4.4716)  -0.22
O (0.7035, -6.0704, -3.7954)  -0.24
C (1.1282, -4.7246, -4.0587)  -0.29
C (0.7878, -3.7847, -2.9204)  -0.07
O (0.1202, -7.8553, -5.1417)  -0.22
C (0.8117, -8.7899, -4.2888)  -0.25
C (0.1246, -10.1535, -4.3071)  -0.06
H (-3.1326, -8.3621, -5.0893)  0.07
H (-4.5299, -8.4547, -4.0001)  0.08
H (-3.1389, -9.5164, -3.7580)  0.07
H (-3.2436, -6.4868, -3.3246)  0.11
H (-3.0149, -7.7214, -2.0982)  0.12
H (0.6803, -4.3632, -4.9837)  0.09
H (2.2085, -4.7604, -4.2110)  0.12
H (-0.2441, -3.9155, -2.5960)  0.07
H (0.9287, -2.7499, -3.2398)  0.07
H (1.4219, -3.9711, -2.0521)  0.07
H (0.8983, -8.4032, -3.2793)  0.11
H (1.8193, -8.8638, -4.6951)  0.12
H (-0.8508, -10.0954, -4.7839)  0.07
H (-0.0027, -10.5389, -3.2956)  0.08
H (0.7183, -10.8827, -4.8594)  0.07

Force components x, y, z for each atom (eV/Å):
-0.2 -0.5 0.0
0.6 -0.1 0.0
-0.5 0.5 0.6
0.6 -0.2 0.3
-0.6 -0.4 -0.1
0.1 0.4 0.6
0.0 -1.0 -0.4
-0.3 0.7 0.3
0.1 -0.5 0.0
0.4 0.0 0.5
-0.3 0.2 0.0
0.1 -0.9 1.2
-0.4 0.9 -0.4
0.3 0.4 0.0
1.0 -0.5 0.6
0.2 0.4 0.1
0.0 -0.2 -0.2
0.0 -0.2 -0.1
-0.1 0.1 0.0
-1.0 0.4 -0.6
0.4 0.1 0.0
-0.2 -0.6 -0.4
-0.2 0.6 1.7
0.1 -2.3 -2.1
0.3 1.1 0.3
-0.6 1.1 1.1
-1.4 1.7 1.6
0.9 -2.1 -1.0
-0.1 0.7 0.3
0.2 -0.2 -0.6
-0.3 0.3 0.5
0.3 0.0 -1.3
0.0 -0.2 0.2
0.0 -0.6 1.1
0.1 0.2 -0.1
0.1 0.0 0.0
0.0 0.1 0.0
0.1 0.2 0.2
-0.2 0.0 0.0
-0.2 0.0 -0.1
0.0 -0.3 -0.2
0.2 0.1 -0.3
-0.3 -0.1 -0.1
0.0 0.1 -0.2
0.3 0.1 -0.1
0.0 0.1 0.1
0.1 0.0 0.0
-0.1 -0.1 -0.3
-0.1 0.2 0.0
0.3 0.3 0.0
0.0 -0.3 0.0
0.1 0.0 -0.1
-0.2 0.0 0.0
0.0 0.2 -0.1
-0.1 0.0 -0.2
0.0 0.1 -0.2
0.1 0.0 -0.2
0.1 -0.1 0.0
0.1 0.4 -0.3
-0.1 0.0 -0.4
0.2 -0.2 0.0
0.0 -0.3 -0.1
-0.1 -0.3 0.1
0.0 -0.1 0.0
0.4 0.2 0.2
0.0 -0.3 -0.3
0.0 -0.1 0.0
0.1 -0.1 0.2
-0.1 -0.2 0.1
0.2 0.0 0.0
0.1 -0.1 -0.4
0.0 -0.1 -0.2
0.0 -0.2 0.2
-0.1 0.0 0.0
0.0 0.1 0.3
0.1 0.1 -0.2
0.0 -0.1 -0.1
-0.1 0.2 -0.1
-0.1 0.2 0.1
0.0 0.1 -0.2
-0.2 0.5 -0.2
-0.1 -0.1 0.0
0.0 0.0 0.0
0.1 -0.2 -0.1
0.1 -0.2 0.1
0.1 0.4 0.0
-0.6 -0.4 0.4
5.2 -1.5 -2.7
-2.5 0.1 2.1
-0.2 0.1 0.4
-0.1 0.0 -0.1
0.3 0.0 0.1
-2.1 1.5 -0.3
0.3 -0.1 0.4
0.0 -0.2 0.1
0.0 0.1 -0.1
0.0 0.0 0.0
0.0 0.0 0.0
-0.1 -0.2 0.0
0.0 -0.1 0.0
0.0 0.0 0.1
0.0 0.0 0.0
-0.2 0.0 0.0
0.0 0.0 0.0
0.0 -0.1 0.0
-0.1 0.1 -0.1
-0.1 0.0 -0.1
0.0 0.0 -0.1
0.0 0.1 0.0
-0.1 0.0 0.0
0.1 -0.1 0.0
-0.4 0.1 0.1
0.1 -0.2 -1.0
3.2 1.0 6.8
-1.3 -1.4 -3.6
0.1 -0.2 -0.4
0.0 0.0 0.1
0.0 -0.1 0.2
-2.0 0.9 -2.3
0.1 -0.5 0.2
0.2 -0.1 0.0
-0.1 0.1 0.0
0.0 0.0 0.0
0.0 0.0 0.0
0.2 0.1 -0.1
0.1 0.0 0.0
0.0 0.0 0.0
0.0 -0.1 0.0
-0.1 0.0 -0.2
0.0 0.0 0.1
0.0 0.0 0.0
-0.1 0.2 0.0
-0.1 0.2 -0.1
0.0 0.1 0.1
-0.1 0.0 0.0
0.0 0.0 -0.1

Largest force on an atom in Eh/bohr: 0.1483
Frontier orbital gap in hartree: 0.2583
SMILES: CCCCCCCCCCCCCC[C@@]1(C(F)(F)F)C(=O)N[C@H](P(C)C)[C@]1(N=C(C)C)[C@H](Cl)CC.CCOP(=O)(OCC)OCC.CCOP(=O)(OCC)OCC
Energy in eV: -111672.9959